Record 1
Below is a single CH3FINS molecule at a distorted geometry, with properties calculated with the ωB97M-V functional and the def2-TZVPD basis.

```
! RIJCOSX wB97M-V def2-TZVPD def2/J DEFGRID3
* xyz 0 1
C -1.28 -0.23 0.13
N -0.02 0.24 0.57
F 1.81 1.45 -1.10
S 1.41 0.61 0.38
I 2.86 -1.36 -0.04
H -1.81 -0.11 1.02
H -1.39 -1.19 -0.39
H -1.58 0.59 -0.57
*
```

Calculated values
- LUMO: -0.025 hartree
- Energy above the lowest of the compared OMol25 structures with the same formula, charge and spin: 9.8 kcal/mol
- HOMO level: -9.37 eV
- F_max: 3.2 eV Å⁻¹
- Total energy: -890.33561 Eh

---

Record 2
Below is a gas-phase ion, C4H10NO (charge +1) at a distorted geometry, with properties calculated with the ωB97M-V functional and the def2-TZVPD basis.

```
! RIJCOSX wB97M-V def2-TZVPD def2/J DEFGRID3
* xyz 1 1
C 1.60 -1.53 -1.37
C 0.89 -1.44 -0.26
C 0.07 -0.05 -0.04
N 0.94 1.24 0.09
O -0.77 0.03 1.13
C -2.15 -0.28 0.97
H 2.08 -2.53 -1.78
H 1.60 -0.94 -2.26
H 0.77 -2.29 0.42
H -0.64 0.00 -0.95
H 1.76 0.99 0.80
H 1.35 1.57 -0.85
H 0.31 1.87 0.72
H -2.69 0.53 0.51
H -2.53 -0.31 2.01
H -2.34 -1.27 0.52
*
```

Calculated values
- LUMO: -0.138 hartree
- Energy above the lowest of the compared OMol25 structures with the same formula, charge and spin: 66.0 kcal/mol
- HOMO level: -14.65 eV
- F_max: 4.4 eV Å⁻¹
- Total energy: -288.05786 Eh
- Structure (SMILES): C=C[C@H]([NH3+])OC

---

Record 3
Below is 3 unconnected molecules or ions with the total composition C20H30N3O3 at a distorted geometry, with properties calculated with the ωB97M-V functional and the def2-TZVPD basis.

```
! RIJCOSX wB97M-V def2-TZVPD def2/J DEFGRID3
* xyz -1 1
C -1.52 -3.82 -0.11
C -2.20 -2.34 0.18
O -1.42 -1.23 0.22
O -3.65 -2.23 0.35
C -4.26 -1.29 -0.61
C -4.47 -1.90 -2.12
C -3.13 -1.90 -3.06
C -2.42 -0.44 -3.27
C -0.75 -0.51 -3.18
C -0.05 0.98 -3.15
C -0.39 1.79 -1.74
C 0.86 1.78 -0.66
N 0.29 2.39 0.63
O -0.29 1.39 1.35
H -2.19 -4.51 -0.80
H -1.32 -4.34 0.92
H -0.53 -3.62 -0.74
H -3.72 -0.23 -0.60
H -5.36 -1.07 -0.20
H -4.82 -3.04 -2.04
H -5.34 -1.32 -2.66
H -2.31 -2.68 -2.71
H -3.48 -2.28 -4.14
H -2.85 0.42 -2.60
H -2.64 -0.12 -4.40
H -0.37 -1.23 -2.34
H -0.43 -1.01 -4.22
H 1.13 0.95 -3.35
H -0.50 1.66 -4.02
H -0.64 2.92 -2.01
H -1.35 1.30 -1.27
H 1.22 0.65 -0.48
H 1.79 2.38 -1.03
H -1.28 1.50 1.38
N 0.48 3.98 5.15
C 0.67 3.32 6.32
C 0.75 1.94 6.41
C 0.63 1.19 5.24
C 0.43 1.84 4.03
C 0.37 3.23 4.04
H 0.75 3.94 7.20
H 0.91 1.46 7.37
H 0.69 0.11 5.28
H 0.33 1.29 3.11
H 0.22 3.79 3.12
N 3.74 -0.08 -1.64
C 3.55 -1.19 -0.88
C 4.38 -1.55 0.17
C 5.47 -0.74 0.45
C 5.69 0.40 -0.31
C 4.80 0.68 -1.34
H 2.69 -1.79 -1.15
H 4.18 -2.45 0.74
H 6.15 -1.00 1.27
H 6.54 1.05 -0.11
H 4.93 1.57 -1.96
*
```

Calculated values
- LUMO: 0.095 hartree
- HOMO level: -1.06 eV
- F_max: 9.3 eV Å⁻¹
- Total energy: -1169.75916 Eh

---

- Among the records above, which one has the lowest LUMO?
  C4H10NO

---

- Among the records above, which one has the lowest HOMO level?
  C4H10NO

---

Please write out number 2 again, unchanged.
Below is a gas-phase ion, C4H10NO (charge +1) at a distorted geometry, with properties calculated with the ωB97M-V functional and the def2-TZVPD basis.

```
! RIJCOSX wB97M-V def2-TZVPD def2/J DEFGRID3
* xyz 1 1
C 1.60 -1.53 -1.37
C 0.89 -1.44 -0.26
C 0.07 -0.05 -0.04
N 0.94 1.24 0.09
O -0.77 0.03 1.13
C -2.15 -0.28 0.97
H 2.08 -2.53 -1.78
H 1.60 -0.94 -2.26
H 0.77 -2.29 0.42
H -0.64 0.00 -0.95
H 1.76 0.99 0.80
H 1.35 1.57 -0.85
H 0.31 1.87 0.72
H -2.69 0.53 0.51
H -2.53 -0.31 2.01
H -2.34 -1.27 0.52
*
```

Calculated values
- LUMO: -0.138 hartree
- Energy above the lowest of the compared OMol25 structures with the same formula, charge and spin: 66.0 kcal/mol
- HOMO level: -14.65 eV
- F_max: 4.4 eV Å⁻¹
- Total energy: -288.05786 Eh
- Structure (SMILES): C=C[C@H]([NH3+])OC

---

- Which of these has the highest total energy?
  C4H10NO